{
  "formula": "C27H39N4O3S2",
  "method": "the ωB97M-V functional and the def2-TZVPD basis",
  "lumo_energy_ev": -2.98,
  "max_force_ev_per_a": 1.292,
  "charge": 1,
  "e_tot_ev": -62400.542,
  "relative_energy_kcal_mol": 1.7,
  "homo_ev": -11.6,
  "gap_ev": 8.63,
  "symbols": ["C", "H", "C", "C", "H", "H", "C", "N", "S", "O", "O", "C", "C", "C", "C", "C", "C", "H", "H", "C", "O", "N", "C", "N", "C", "C", "C", "C", "C", "C", "S", "C", "H", "H", "H", "H", "C", "H", "H", "H", "H", "C", "H", "H", "C", "C", "N", "C", "H", "H", "H", "C", "H", "H", "H", "H", "H", "H", "H", "H", "H", "H", "C", "C", "H", "H", "H", "H", "H", "H", "H", "H", "H", "H", "H"],
  "coordinates": [[-0.839294, -5.324724, -3.871365], [-0.802691, -6.409758, -3.823597], [-2.224320, -4.856534, -4.301092], [-2.305910, -3.333322, -4.383038], [-2.071058, -2.903152, -3.406245], [-1.566769, -2.969498, -5.099915], [-3.702242, -2.872337, -4.803731], [-3.794521, -1.429449, -4.911890], [-4.369920, -0.625425, -3.592523], [-5.025411, -1.525336, -2.688536], [-5.041298, 0.575428, -3.988152], [-2.888034, -0.069847, -2.710958], [-3.103426, 0.452352, -1.448068], [-2.036893, 0.915534, -0.700772], [-0.746571, 0.849774, -1.227808], [-0.545905, 0.364070, -2.519572], [-1.620123, -0.103916, -3.256777], [-1.480064, -0.491881, -4.252264], [0.452003, 0.352643, -2.930538], [0.417684, 1.395895, -0.502351], [1.185351, 2.193513, -0.999127], [0.641196, 0.974395, 0.809150], [1.690965, 1.545252, 1.466941], [2.007093, 1.255476, 2.720382], [3.124214, 1.932839, 3.169594], [3.711825, 1.833523, 4.425053], [4.836442, 2.593617, 4.693452], [5.355205, 3.440207, 3.704513], [4.793777, 3.551733, 2.446772], [3.662335, 2.775574, 2.194830], [2.734250, 2.683176, 0.710347], [5.346359, 4.441470, 1.385210], [6.198392, 5.004765, 1.752806], [5.661152, 3.850279, 0.526081], [4.583575, 5.138761, 1.041544], [6.232738, 4.023800, 3.938165], [5.511041, 2.526257, 6.024603], [5.012094, 1.826098, 6.688374], [6.547358, 2.215474, 5.905078], [5.516686, 3.508856, 6.493251], [3.306370, 1.168574, 5.169439], [-0.044020, -0.156144, 1.420526], [-0.537361, -0.706185, 0.619152], [0.720455, -0.808651, 1.852867], [-1.063037, 0.250258, 2.502142], [-0.795840, -0.447846, 3.836357], [0.396505, 0.089303, 4.502415], [1.057674, -0.932627, 5.308220], [1.917059, -0.498232, 5.814520], [1.405989, -1.739133, 4.664807], [0.389762, -1.350447, 6.067755], [0.053865, 1.246334, 5.326999], [-0.601406, 0.970266, 6.159214], [0.961298, 1.689700, 5.732476], [-0.453180, 1.995572, 4.722476], [1.382461, 0.695722, 3.410186], [-0.649499, -1.513533, 3.649674], [-1.674795, -0.345183, 4.483938], [-2.068227, -0.017251, 2.178858], [-1.039119, 1.332334, 2.641120], [-2.207482, 1.361852, 0.265958], [-4.112877, 0.487353, -1.071296], [-3.981090, -0.831928, -6.218759], [-2.690575, -0.786484, -7.029499], [-2.891905, -0.336660, -7.997762], [-2.299616, -1.787965, -7.190927], [-1.935471, -0.188468, -6.525414], [-4.746414, -1.385348, -6.776246], [-4.352542, 0.177716, -6.041550], [-3.968662, -3.317751, -5.765158], [-4.429326, -3.201219, -4.056552], [-2.969032, -5.217215, -3.589466], [-2.463518, -5.284071, -5.276554], [-0.589105, -4.929701, -2.888874], [-0.084628, -4.988526, -4.578870]],
  "forces_ev_per_a": [[-0.3, 0.0, -0.1], [0.1, -0.1, 0.0], [0.2, 0.3, 0.1], [-0.4, -0.4, -0.1], [0.1, 0.0, 0.0], [0.1, 0.1, 0.0], [0.4, -0.6, 0.4], [-0.6, 0.6, 0.9], [0.6, 0.1, 0.1], [0.2, -0.2, -0.1], [0.1, 0.0, -0.2], [-0.4, -0.2, -0.3], [-0.1, 0.0, 0.2], [0.1, -0.1, -0.2], [-0.3, -0.1, -0.4], [0.0, 0.1, 0.3], [0.0, 0.0, -0.1], [0.1, -0.1, -0.1], [0.1, 0.0, -0.1], [0.0, 0.1, -0.3], [-0.4, -0.2, -0.3], [0.2, 0.1, 0.1], [0.2, 0.2, -0.1], [-0.3, -0.1, -0.5], [0.8, 0.6, -0.2], [0.0, 0.0, 0.0], [-0.2, -0.1, -0.1], [-0.2, -0.1, -0.2], [0.0, -0.1, 0.1], [-0.4, -0.4, 0.3], [0.5, 0.2, 0.6], [0.0, 0.0, 0.0], [0.0, 0.1, 0.0], [0.1, 0.0, -0.1], [0.0, 0.1, -0.1], [0.1, 0.1, 0.0], [0.1, 0.0, 0.1], [0.0, 0.0, 0.1], [0.1, 0.0, 0.1], [0.0, 0.0, 0.1], [0.0, -0.1, 0.2], [-0.3, -0.2, 0.3], [0.2, 0.0, 0.1], [0.0, 0.0, -0.1], [0.1, -0.2, 0.2], [-0.3, 0.1, -0.2], [-0.1, -0.2, 0.1], [0.1, -0.1, 0.1], [0.0, 0.0, 0.0], [0.0, 0.0, 0.0], [0.0, 0.0, 0.0], [0.0, 0.1, 0.0], [0.0, 0.0, 0.0], [0.0, 0.0, 0.0], [0.0, 0.1, 0.0], [-0.1, -0.1, 0.0], [0.0, 0.0, 0.1], [0.1, -0.1, 0.0], [0.0, 0.1, 0.0], [-0.1, 0.1, 0.0], [-0.1, 0.0, 0.1], [-0.1, 0.1, 0.2], [0.1, 0.5, -0.5], [-0.3, -0.1, 0.2], [0.0, 0.0, -0.1], [0.1, -0.1, -0.1], [0.1, 0.1, 0.0], [0.0, 0.1, 0.1], [0.0, -0.1, -0.3], [-0.1, 0.1, 0.0], [0.0, -0.2, -0.2], [-0.1, -0.1, 0.0], [-0.1, 0.0, 0.0], [0.1, 0.0, 0.1], [0.1, 0.0, 0.0]],
  "nbo_charge": [-0.5978, 0.2167, -0.3952, -0.3992, 0.1932, 0.1954, -0.2271, -0.7061, 2.3217, -0.9330, -0.9238, -0.1870, -0.2028, -0.1880, -0.1710, -0.1498, -0.2271, 0.2448, 0.2353, 0.7030, -0.5462, -0.4377, 0.2998, -0.5556, 0.2123, -0.2685, 0.0447, -0.2112, 0.0360, -0.2815, 0.5822, -0.6431, 0.2354, 0.2316, 0.2301, 0.2231, -0.6356, 0.2175, 0.2340, 0.2335, 0.2105, -0.2350, 0.2552, 0.2129, -0.4291, -0.2191, -0.4738, -0.4118, 0.2068, 0.2106, 0.1999, -0.4238, 0.2021, 0.2137, 0.2091, 0.4580, 0.2101, 0.2067, 0.2388, 0.2147, 0.2183, 0.2469, -0.2172, -0.6137, 0.2274, 0.2047, 0.2006, 0.1931, 0.2412, 0.2061, 0.2340, 0.2013, 0.1999, 0.1957, 0.2021]
}